[1]
13 unconnected molecules or ions with the total composition C25H68Cl6O19 in a non-equilibrium geometry, computed with ωB97M-V/def2-TZVPD.

**LUMO**: -0.01 eV
**E**: -5183.85186 Ha
**E_HOMO**: -0.337 Eh

Positions of all 118 atoms, in Å:
C  11.0223  24.9922  -17.0483
C  11.1464  23.5632  -16.5378
C  9.7151  23.0006  -16.6746
O  8.8887  24.1219  -16.9030
C  9.6167  25.0947  -17.6440
H  11.7792  25.3880  -17.7304
H  11.1194  25.6537  -16.1822
H  11.5119  23.5787  -15.5133
H  11.8486  23.0521  -17.1996
H  9.3788  22.4537  -15.7937
H  9.6138  22.3331  -17.5401
H  9.1543  26.0768  -17.5448
H  9.5285  24.8941  -18.7197
C  15.6308  30.8018  -15.9366
C  16.3204  29.5520  -15.4279
O  15.7510  29.1732  -14.1742
O  14.2426  30.5737  -16.0981
H  16.0215  31.1211  -16.9055
H  15.7489  31.6453  -15.2430
H  17.3627  29.8179  -15.2275
H  16.2534  28.7194  -16.1231
H  16.0544  29.7818  -13.4931
H  13.9705  29.8944  -15.4548
C  15.2544  25.8908  -14.8073
C  13.8122  26.4446  -15.0307
O  13.0560  26.1242  -13.8673
O  16.0069  26.5617  -13.8098
H  15.7817  25.9844  -15.7684
H  15.1926  24.8116  -14.6606
H  13.4831  25.9145  -15.9270
H  13.8069  27.5231  -15.1868
H  13.1285  25.1600  -13.7619
H  15.8405  27.5265  -13.9212
C  16.0933  27.4180  -11.0620
C  14.5770  27.5386  -11.0093
O  13.9182  27.5480  -12.2866
O  16.5415  26.1302  -11.4542
H  16.4877  27.6200  -10.0632
H  16.5738  28.1681  -11.7003
H  14.1622  28.3566  -10.4186
H  14.1349  26.6612  -10.5198
H  14.2516  26.8042  -12.8253
H  16.4941  26.1315  -12.4250
C  13.7331  23.1002  -12.1382
C  13.1370  22.0343  -11.2422
O  13.4769  20.7306  -11.7313
O  12.9376  23.3165  -13.3123
H  14.7621  22.8230  -12.3864
H  13.7992  24.0085  -11.5362
H  12.0455  22.0871  -11.1774
H  13.5369  22.2062  -10.2364
H  13.1319  20.1154  -11.0767
H  12.9412  22.4419  -13.7274
C  18.9541  21.8699  -17.5195
C  18.9702  23.3663  -17.7498
O  17.9178  24.0470  -17.0899
O  17.7728  21.2744  -18.0363
H  19.0453  21.7653  -16.4291
H  19.8453  21.4083  -17.9571
H  18.9702  23.5959  -18.8208
H  19.9254  23.7441  -17.3649
H  18.1707  24.9886  -17.0666
H  17.7654  20.3631  -17.7245
C  14.9099  22.8151  -19.4273
C  14.7431  23.7813  -18.2736
O  15.1059  23.1488  -17.0437
O  16.2732  22.6073  -19.8281
H  14.4705  23.1820  -20.3621
H  14.4382  21.8365  -19.2907
H  13.6967  24.0645  -18.1570
H  15.3567  24.6662  -18.4417
H  16.0756  23.1537  -17.0164
H  16.7343  22.0342  -19.1810
C  18.8489  23.7340  -13.7580
C  17.3490  23.6264  -13.6198
O  16.9521  23.5741  -12.2521
O  19.4820  22.6053  -13.1530
H  19.1847  24.6536  -13.2647
H  19.1481  23.8868  -14.7991
H  17.0069  22.7047  -14.1080
H  16.7494  24.4009  -14.0943
H  17.0146  22.6702  -11.9350
H  20.3482  22.5644  -13.5684
C  12.4254  30.6766  -12.9923
C  11.9589  31.8641  -13.8266
O  13.0042  32.4858  -14.5257
O  13.1303  29.7293  -13.7952
H  11.4956  30.2318  -12.6191
H  13.0563  31.0154  -12.1672
H  11.4051  32.5846  -13.2263
H  11.2135  31.4965  -14.5449
H  13.4970  31.8198  -15.0336
H  13.3159  28.9674  -13.1914
C  19.7566  26.8140  -16.0802
C  19.4801  27.5775  -14.7964
O  18.3979  26.9991  -14.1068
O  18.6030  26.8712  -16.9158
H  20.0454  25.7761  -15.8900
H  20.6211  27.2994  -16.5491
H  19.2596  28.5933  -15.1543
H  20.3556  27.6580  -14.1542
H  17.5883  27.2556  -14.5884
H  18.8711  26.9899  -17.8323
C  13.6634  27.7665  -19.5442
Cl  14.7613  27.2579  -18.2328
Cl  13.1380  26.3157  -20.4061
H  12.7862  28.2823  -19.1695
H  14.1863  28.3911  -20.2594
C  10.7879  28.7674  -15.4219
Cl  9.3521  27.7875  -14.9601
Cl  11.0991  28.5074  -17.1347
H  10.5304  29.8105  -15.2782
H  11.6472  28.5309  -14.8086
C  9.8164  24.4933  -12.7366
Cl  10.2672  26.0760  -12.0589
Cl  8.1459  24.4790  -13.2742
H  10.4716  24.3302  -13.5870
H  10.0057  23.6976  -12.0241

Atom charges from the Mulliken analysis, given in e for atoms 1 to 6: C 1.131; C 0.961; C -0.622; O -0.419; C -0.556; H -0.369

[2]
C18H19BrCl2N5O2P in the gas phase in a non-equilibrium geometry, computed with ωB97M-V/def2-TZVPD.

**LUMO**: -0.25 eV
**E**: -4957.35046 Ha
**Structure (SMILES)**: N[P@](=O)(Oc1ccc2ncnc(Nc3cccc(Br)c3)c2c1)N(CCCl)CCCl
**E_HOMO**: -0.315 Eh
**Relative energy (zero: lowest compared OMol25 entry of this formula, charge and spin)**: 14.24 kcal/mol

Positions of all 48 atoms, in Å:
N  -0.3067  -1.4931  -0.0547
P  -1.0004  -0.4820  1.0777
O  -1.8331  0.4857  0.3489
O  0.2632  0.0960  1.9676
C  1.2278  0.8511  1.3702
C  2.3282  1.2402  2.1361
C  3.3450  2.0267  1.6047
C  3.1892  2.6451  0.3515
N  4.1218  3.5045  -0.0955
C  4.0597  3.9881  -1.2627
N  3.1086  3.6827  -2.2359
C  2.0703  2.9743  -1.7713
N  0.9202  2.9411  -2.5383
C  0.4146  1.7236  -2.9653
C  1.3472  0.6801  -3.5016
C  0.8134  -0.4725  -4.0494
C  -0.5992  -0.7984  -3.9188
C  -1.3866  0.2399  -3.3121
Br  -3.2021  -0.2366  -3.4126
C  -0.8988  1.3951  -2.7915
C  2.0475  2.3360  -0.5294
C  1.0995  1.4325  0.0252
N  -1.8762  -1.6808  2.0147
C  -3.2482  -1.2867  2.3350
C  -4.1995  -2.3932  2.8061
Cl  -4.3586  -3.4567  1.3737
C  -1.1583  -2.5451  2.9997
C  -0.1584  -3.6320  2.4464
Cl  -1.1059  -4.8053  1.5275
H  -0.2814  -0.8843  -0.8615
H  -1.0303  -2.1812  -0.1152
H  2.4033  0.9493  3.1790
H  4.2490  2.4023  2.1135
H  4.7134  4.8284  -1.5646
H  1.2497  3.6523  -3.1958
H  2.4309  0.8977  -3.7012
H  1.4185  -1.2037  -4.6262
H  -1.0626  -1.8237  -4.1700
H  -1.5788  2.1599  -2.4503
H  0.2120  1.1117  -0.4382
H  -3.7468  -0.7725  1.5089
H  -3.2942  -0.6500  3.2204
H  -5.2830  -2.0274  2.9033
H  -3.9475  -2.7701  3.7573
H  -1.8376  -3.2686  3.5241
H  -0.6876  -1.9878  3.8721
H  0.4164  -4.1468  3.2443
H  0.6323  -3.2455  1.8543

Atom charges from the Mulliken analysis, given in e for atoms 1 to 6: N -0.530; P 0.753; O -0.768; O -0.458; C -0.131; C -0.431

[3]
A molecular structure, C2H4LiO2Pm in a non-equilibrium geometry, computed with ωB97M-V/def2-TZVPD.

**LUMO (alpha / beta)**: -6.56 / -6.45 eV
**Total charge**: +1
**E**: -844.64997 Ha
**E_HOMO (alpha / beta)**: -0.369 / -0.370 Eh
**Spin multiplicity**: 6

Positions of all 10 atoms, in Å:
O  -2.7454  1.8955  -0.6999
C  -1.7428  -1.7083  -1.0156
C  -1.7085  -1.6366  0.3321
O  -1.1664  -0.6168  1.0126
H  -3.1209  2.1753  -1.5331
H  -1.1285  -1.0413  -1.6300
H  -2.2834  -2.5258  -1.4937
H  -2.1525  -2.4573  0.9139
Pm  -0.7140  -0.4162  3.4421
Li  -1.3935  0.9713  -0.0801

Atom charges from the Mulliken analysis, given in e for atoms 1 to 6: O -1.007; C -0.875; C 0.535; O -0.858; H 0.173; H 0.143

[4]
A molecular structure, C26H33O5Ti in a non-equilibrium geometry, computed with ωB97M-V/def2-TZVPD.

**LUMO**: -4.74 eV
**Total charge**: +1
**E**: -2235.92394 Ha
**E_HOMO**: -0.385 Eh
**Relative energy (zero: lowest compared OMol25 entry of this formula, charge and spin)**: 25.17 kcal/mol

Positions of all 65 atoms, in Å:
O  0.1095  3.4793  -0.3669
C  1.2328  3.7335  -1.2865
C  0.8367  5.1259  -1.7172
H  1.1876  3.1924  -2.2504
H  2.1853  3.6952  -0.7616
C  -0.3415  4.8593  -0.7351
H  0.5982  5.1743  -2.7927
H  1.6282  5.8531  -1.4689
C  -1.6890  4.7489  -1.4090
H  -1.7214  3.9885  -2.2070
H  -1.9381  5.7298  -1.8399
H  -2.4267  4.4843  -0.6540
C  -0.2108  5.8375  0.3799
H  0.7867  5.7873  0.8444
H  -0.9676  5.6416  1.1396
H  -0.3456  6.8319  -0.0468
Ti  -0.6102  -0.3344  1.4313
C  0.4510  -0.3271  3.6480
C  1.2144  -1.0025  2.6678
C  1.5067  -0.0556  1.6056
H  1.5830  -2.0219  2.7599
C  0.8898  1.2030  1.9536
C  0.2451  1.0042  3.2338
H  -0.2759  1.7627  3.8052
H  0.1589  -0.7655  4.6027
H  2.1022  -0.2647  0.7163
H  0.9403  2.1060  1.3529
C  -2.5095  -1.0545  2.0870
C  -2.4445  0.2766  2.5893
C  -2.3507  1.1752  1.4718
H  -2.5338  0.5367  3.6470
C  -2.3978  0.4043  0.2707
C  -2.5223  -0.9858  0.6323
H  -2.6651  -1.8259  -0.0472
H  -2.5344  -1.9636  2.6867
H  -2.2835  2.2666  1.5288
H  -2.4123  0.7907  -0.7539
O  0.3822  -0.5008  -1.2967
C  0.6868  0.8737  -1.7353
C  2.1840  0.8031  -2.1201
H  0.3479  1.6527  -0.9926
H  0.0435  1.0965  -2.6169
C  2.2297  -0.5594  -2.8001
H  2.7679  0.6937  -1.1897
H  2.5643  1.6103  -2.7698
C  1.3580  -1.4001  -1.8807
H  3.2236  -1.0186  -2.9398
H  1.8002  -0.5018  -3.8169
H  1.9655  -1.9141  -1.0968
H  0.7955  -2.1930  -2.3989
O  -0.0985  -3.3487  -1.2959
C  0.0122  -4.5679  -0.7378
C  0.2645  -5.6698  -1.5672
C  0.0986  -6.9299  -1.0147
C  -0.3088  -7.0829  0.3181
C  -0.4909  -5.9581  1.1552
C  -0.2582  -4.6658  0.6550
C  -0.4713  -3.4827  1.5354
O  -0.9977  -3.5746  2.6529
O  -0.1289  -2.3004  1.0017
H  0.0035  -2.6899  -0.4790
H  0.5785  -5.4978  -2.6001
H  0.2742  -7.8070  -1.6410
H  -0.4792  -8.0895  0.7527
H  -0.8229  -6.0646  2.2014

Atom charges from the Mulliken analysis, given in e for atoms 1 to 6: O -0.549; C -0.100; C -1.067; H 0.036; H 0.259; C 1.411

Which value of E does entry 3 give? -844.64997 Ha

Among the records above, which one has the highest E? C2H4LiO2Pm

Which value of E does entry 4 give? -2235.92394 Ha